Record 1
This record from the OMol25 dataset describes a single C3H4O3 molecule. The level of theory is ωB97M-V with the def2-TZVPD basis set.

Last column: Mulliken charge in e.
Positions of all 10 atoms, in Å:
O  1.867  0.745  -0.063  -0.372
O  -0.971  1.966  -0.057  -0.506
O  -3.039  -0.187  -0.007  -0.562
C  0.808  0.030  0.057  -0.139
C  -1.787  -0.396  0.098  0.084
C  -0.692  0.620  -0.003  0.401
H  2.629  0.223  0.105  0.375
H  -1.380  -1.487  0.107  0.179
H  0.933  -1.102  0.047  0.194
H  -1.858  1.941  0.366  0.345

Cartesian forces (eV/Å) of the 3 atoms listed first:
0.5 2.1 -0.2
-0.5 -1.6 0.7
4.2 -0.1 0.7

Calculated values
LUMO (alpha / beta) = 0.0 / 0.0 eV
HOMO (alpha / beta) = -8.253 / -8.253 eV
SMILES = O=C/C(O)=C/O
Calculated total energy = -9315.287 eV
Relative energy (zero: lowest compared OMol25 entry of this formula, charge and spin) = 329.38 kJ/mol

Record 2
This record from the OMol25 dataset describes a molecular structure, BrHg2O6PV. The level of theory is ωB97M-V with the def2-TZVPD basis set.

Last column: Mulliken charge in e.
Positions of all 11 atoms, in Å:
Hg  -1.877  -0.683  -0.356  1.126
Hg  1.968  0.519  -1.199  0.973
Br  0.432  0.168  1.160  -0.293
V  0.764  -1.265  3.686  1.582
P  -0.861  0.976  -2.279  1.363
O  0.733  -2.808  3.833  -0.526
O  0.235  2.065  -2.153  -0.635
O  -2.021  1.214  -1.501  -0.673
O  -0.179  -0.334  -1.714  -0.885
O  2.036  -0.554  4.233  -0.477
O  -1.229  0.701  -3.710  -0.554

Cartesian forces (eV/Å) of the 3 atoms listed first:
-0.1 0.5 -0.3
-1.8 1.2 -1.0
-0.1 -1.0 1.9

Calculated values
LUMO = -7.8 eV
Total charge = +1
HOMO = -12.086 eV
Calculated total energy = -125641.240 eV

Record 3
This record from the OMol25 dataset describes 2 unconnected molecules or ions with the total composition C3H9NO2. The level of theory is ωB97M-V with the def2-TZVPD basis set.

Last column: Mulliken charge in e.
Positions of all 15 atoms, in Å:
O  -1.089  -0.994  -1.118  -0.476
O  -4.377  -0.982  1.735  -0.639
N  1.599  -0.187  -0.690  -0.401
C  -0.632  -0.782  -0.030  0.030
C  2.615  0.829  -0.823  -0.950
C  0.499  0.196  0.200  -0.392
H  -3.761  -0.939  0.988  0.327
H  1.165  -0.339  -1.598  0.237
H  -1.029  -1.310  0.860  0.355
H  2.369  1.809  -1.203  0.331
H  3.041  1.022  0.173  0.329
H  0.818  0.199  1.243  0.330
H  3.473  0.402  -1.339  0.332
H  0.138  1.205  -0.026  0.269
H  -4.828  -0.128  1.627  0.318

Cartesian forces (eV/Å) of the 3 atoms listed first:
-0.1 -0.1 -0.3
0.1 0.8 -0.6
-0.8 0.2 -0.4

Calculated values
LUMO = 0.8 eV
HOMO = -9.412 eV
SMILES = CNCC=O.O
Calculated total energy = -8841.007 eV
Relative energy (zero: lowest compared OMol25 entry of this formula, charge and spin) = 188.00 kJ/mol

Record 4
This record from the OMol25 dataset describes a single C18H26N4O5 molecule. The level of theory is ωB97M-V with the def2-TZVPD basis set.

Last column: Mulliken charge in e.
Positions of all 53 atoms, in Å:
O  -0.114  0.779  -3.911  -0.730
O  -1.858  0.058  2.742  -0.569
O  -2.800  4.888  3.328  -0.389
O  0.039  -0.709  2.082  -0.694
O  1.578  -4.391  1.221  -0.431
N  -2.396  2.566  1.765  0.253
N  2.016  -2.472  -0.941  0.315
N  -0.928  0.030  1.956  1.001
N  1.366  -0.286  -2.576  -0.066
C  0.517  -3.671  0.631  -0.424
C  -0.993  0.837  0.785  -0.742
C  2.857  -3.833  0.960  -0.522
C  -0.285  0.359  -0.318  0.018
C  -1.381  1.958  -1.703  -1.408
C  2.765  -2.452  0.313  -0.777
C  -0.447  0.920  -1.567  0.494
C  2.824  -2.829  -2.102  -0.808
C  -1.575  4.198  3.362  -0.707
C  2.102  -0.932  -3.635  -0.948
C  -1.845  1.965  0.681  1.277
C  -2.053  2.465  -0.622  -0.397
C  -1.726  2.701  3.038  -0.575
C  0.265  0.457  -2.798  0.368
C  2.148  -2.446  -3.422  -0.529
C  0.822  -3.320  -0.824  -0.735
C  -3.407  4.772  2.063  -0.470
C  -3.643  3.296  1.729  -0.893
H  -1.181  4.324  4.371  0.368
H  -1.537  2.366  -2.690  0.442
H  3.407  -4.519  0.298  0.279
H  -2.300  2.194  3.821  0.267
H  1.581  -0.653  -1.656  0.159
H  -2.721  3.299  -0.767  0.380
H  2.262  -1.768  1.004  0.157
H  3.774  -2.292  -2.029  0.426
H  -0.036  -2.800  -1.264  0.333
H  -0.348  -4.337  0.679  0.388
H  3.048  -3.909  -2.121  0.358
H  1.609  -0.685  -4.578  0.497
H  -0.875  4.649  2.640  0.346
H  2.711  -2.895  -4.242  0.415
H  3.395  -3.771  1.912  0.384
H  -0.726  2.271  2.997  0.424
H  -4.130  3.182  0.762  0.535
H  0.345  -0.501  -0.154  0.327
H  -4.352  5.314  2.124  0.360
H  0.292  -2.767  1.213  0.130
H  -2.768  5.233  1.294  0.311
H  1.134  -2.846  -3.451  0.274
H  -4.296  2.869  2.501  0.306
H  3.769  -2.068  0.127  0.497
H  3.124  -0.533  -3.658  0.294
H  0.970  -4.263  -1.371  0.432

Cartesian forces (eV/Å) of the 3 atoms listed first:
-0.2 0.1 -0.2
0.1 -0.2 0.0
-0.1 0.1 0.1

Calculated values
LUMO = -0.5 eV
HOMO = -8.263 eV
SMILES = O=C(NCCCN1CCOCC1)c1ccc(N2CCOCC2)c([N+](=O)[O-])c1
Calculated total energy = -35282.471 eV
Relative energy (zero: lowest compared OMol25 entry of this formula, charge and spin) = 442.40 kJ/mol

Record 5
This record from the OMol25 dataset describes 2 unconnected molecules or ions with the total composition CH6NS. The level of theory is ωB97M-V with the def2-TZVPD basis set.

Last column: Mulliken charge in e.
Positions of all 9 atoms, in Å:
S  -1.893  1.018  0.356  0.012
N  0.358  -0.941  0.207  -0.671
C  -0.360  1.134  -0.230  -0.153
H  0.034  -0.800  1.127  0.348
H  -2.739  0.899  -0.775  0.247
H  0.081  -1.758  -0.378  0.273
H  0.486  1.437  0.415  0.333
H  1.368  -0.931  0.324  0.303
H  -0.228  1.103  -1.316  0.309

Cartesian forces (eV/Å) of the 3 atoms listed first:
-1.8 0.7 0.1
1.3 0.8 -1.8
0.8 -1.5 -0.9

Calculated values
LUMO = -5.6 eV
Total charge = +1
HOMO = -15.325 eV
Calculated total energy = -13450.976 eV
Relative energy (zero: lowest compared OMol25 entry of this formula, charge and spin) = 109.48 kJ/mol

Record 6
This record from the OMol25 dataset describes a molecular structure, C5H2N. The level of theory is ωB97M-V with the def2-TZVPD basis set.

Last column: Mulliken charge in e.
Positions of all 8 atoms, in Å:
N  -0.591  -1.741  -0.115  -0.242
C  1.723  -0.478  0.226  -0.307
C  -1.093  0.795  0.077  -0.370
C  1.329  0.761  0.097  0.024
C  0.112  1.146  -0.012  0.597
C  -0.818  -0.652  -0.040  0.378
H  1.377  -1.058  -0.412  0.488
H  -2.039  1.227  0.180  0.432

Cartesian forces (eV/Å) of the 3 atoms listed first:
0.9 -4.8 -0.4
0.6 10.1 4.9
-1.6 -2.6 -0.3

Calculated values
LUMO (alpha / beta) = -8.6 / -8.6 eV
Total charge = +1
HOMO (alpha / beta) = -16.956 / -16.959 eV
Calculated total energy = -6690.018 eV
Relative energy (zero: lowest compared OMol25 entry of this formula, charge and spin) = 263.36 kJ/mol

no.,maximum force (eV Å⁻¹)
1,8.30
2,9.33
3,2.05
4,1.32
5,2.37
6,11.24